Here is C12H20AlBBr3CaCl7CsF6N2O6PS as an isolated structure in a non-equilibrium geometry from OMol25. Energies are from ωB97M-V with the def2-TZVPD basis set.

```
62
Properties=species:S:1:pos:R:3:forces:R:3:mulliken_charge:R:1
H 7.6299 -2.3080 1.7489 0.9 0.3 0.7 0.11
H 1.4479 4.7186 -6.5973 0.0 0.0 0.0 0.36
H 7.0299 -0.0187 3.4033 -0.2 0.2 0.5 0.41
Cl -3.7296 -5.9252 1.9317 0.3 0.6 -0.3 -0.23
H 7.6289 -2.8940 3.9146 -0.3 -0.2 0.0 0.18
C -2.6037 -2.5230 1.1178 0.3 1.0 0.3 0.10
H 1.9871 -3.0424 5.3797 0.1 0.1 0.1 0.42
Cl 1.3101 -1.6102 -0.9370 0.5 -1.3 0.0 -0.47
Br -2.6742 -4.3441 0.4547 -0.2 -0.8 -0.3 0.50
H 5.7276 0.4288 1.4833 -0.2 0.2 0.1 0.53
H 5.6763 -0.7889 4.3021 0.0 0.2 0.0 0.40
Cl 1.8195 0.7099 0.3673 0.1 1.0 0.3 0.10
H 5.6039 -3.5402 2.7644 -2.2 -2.8 0.8 -0.13
Cs -9.7098 0.3740 3.3101 -1.9 -0.1 -1.3 1.02
F -2.1654 -5.2504 -4.8182 0.1 0.4 0.2 -0.43
N 1.7114 -1.1590 2.7980 0.4 0.0 0.4 0.32
C 2.7452 -0.6973 3.4183 0.9 0.3 -0.2 0.00
N 1.2478 -2.2111 3.5758 0.2 -0.3 0.2 -0.61
H -0.2063 4.9292 -5.9912 0.0 -0.1 -0.1 0.30
F -1.1036 -3.0353 -6.1141 -0.2 -0.3 0.4 -0.40
H -2.8564 -1.8778 0.2772 -0.1 -0.2 -0.3 -0.07
H 0.8229 2.3321 -0.9725 0.0 0.1 0.0 0.18
B -3.0259 0.5275 -2.4433 0.0 -0.4 0.1 0.61
Br -0.8382 -2.1052 1.6589 -0.8 -0.2 -0.2 0.33
F -2.4956 0.6101 -1.1406 -0.1 0.0 0.1 -0.35
H -3.9163 1.7750 4.8420 0.0 -0.1 0.0 0.30
H 1.9824 3.3191 -4.5779 0.0 0.0 0.1 0.31
Al -1.7690 -3.5825 -4.6446 0.1 0.2 -0.3 0.58
F -0.6304 -3.3928 -3.3751 -0.4 -0.3 -0.1 -0.35
S 3.8245 0.6531 3.0342 -0.4 0.3 -0.5 -0.08
H -5.3045 -0.0676 3.8131 -0.2 0.1 -0.1 -0.08
Cl 2.4943 1.5152 -2.3462 0.2 -0.1 0.1 -0.12
C -1.7108 0.5725 -4.3072 0.6 -0.9 -0.5 0.68
O 0.1581 3.5415 -3.7097 0.4 0.3 0.3 -0.44
Cl 2.7495 3.4217 -0.1595 0.0 0.0 0.1 -0.18
C 1.8521 2.0332 -0.8061 -0.3 0.0 -0.3 0.03
O -2.2134 2.8960 -4.8501 -0.3 -0.2 0.2 -0.75
C 5.2359 -0.2103 2.2115 -0.7 -1.3 1.3 -0.19
C 2.0361 -2.3223 4.5819 0.2 0.6 -0.4 -0.06
Cl -7.3856 0.5089 4.7870 1.8 0.0 1.1 -0.34
H 0.6315 2.6184 -5.4884 0.1 0.0 0.0 0.17
Br -3.9526 -2.2086 2.4633 0.0 -0.2 0.0 0.05
C 0.8310 4.7610 -5.6965 0.0 0.1 0.0 -1.20
C 6.1816 -0.7004 3.3442 1.3 -0.1 -0.6 -0.39
H -0.7684 3.6568 -3.9788 0.2 -0.2 -0.1 0.21
P 6.7917 -2.4181 2.9059 0.4 2.8 -2.4 -0.38
O -2.1002 -0.2238 -3.3337 -0.3 0.7 0.3 -0.20
H -5.3740 2.4167 5.6072 0.0 0.0 0.0 0.34
H 1.1430 5.6192 -5.0963 0.1 0.0 0.0 0.28
C -5.5864 0.4617 4.7192 0.6 -0.1 0.1 -0.08
O -0.9549 0.2937 -5.1986 -0.1 0.3 0.2 -0.63
O 3.0197 -1.3814 4.5585 -0.3 -0.6 0.4 -0.22
O -3.1228 1.9037 -3.0461 0.2 -0.1 -0.1 -0.49
C -2.3724 1.9363 -4.1237 -0.4 0.6 -0.1 0.49
Cl -5.3626 2.7561 3.2760 -0.1 0.0 0.0 -0.16
F -4.2829 -0.0582 -2.3985 0.0 0.1 0.2 -0.34
F -3.1985 -2.7390 -4.2742 0.1 -0.4 0.0 -0.40
Ca 4.5871 -2.7830 1.2768 -1.0 -2.6 -1.0 0.87
C -4.9995 1.8467 4.7601 -0.1 0.2 0.0 -0.43
H 4.8102 -1.0782 1.6533 0.7 3.2 0.8 -0.40
C 0.9494 3.4792 -4.8914 -0.4 0.0 0.0 0.01
H -5.2522 -0.1188 5.5769 -0.1 0.0 0.1 0.37
```
Positions in Å, forces in eV/Å.

Frontier orbital gap ... 0.0845 hartree
HOMO level ... -6.8 eV
E_tot ... -14277.3045 a.u.

Here is C12H20BeN3O as an isolated structure in a non-equilibrium geometry from OMol25. Energies are from ωB97M-V with the def2-TZVPD basis set.

```
37
Properties=species:S:1:pos:R:3:forces:R:3:mulliken_charge:R:1
H 2.5541 -2.4014 -2.7160 -0.1 -0.1 0.4 0.37
H 0.5807 -2.7830 1.9502 -0.1 0.2 -0.2 0.61
C -0.2981 -0.1283 4.0161 -0.1 0.0 -0.6 -0.60
C 2.3022 -2.6826 -1.6820 0.2 0.0 -0.3 -1.44
N 0.9216 -1.7282 0.1369 0.7 -1.0 2.0 -0.06
C 0.7405 -0.6200 -1.7555 -0.8 0.7 0.4 -1.30
H -2.4144 0.2842 0.7804 0.2 0.0 0.3 0.33
H 1.2530 -0.9033 2.7307 -0.3 0.2 0.0 0.49
H 0.8715 -0.2630 -2.7657 0.0 -0.1 0.1 0.02
H 0.7951 2.5227 -2.6472 0.1 0.0 0.3 0.05
C -2.3139 0.6451 2.9084 0.4 -0.4 -0.9 -0.70
C -0.1070 -0.0112 -0.7954 0.2 0.6 -2.3 2.60
H 1.8126 3.8910 -2.1749 0.1 -0.3 0.1 0.31
H 3.2431 -2.7127 -1.1077 -0.1 -0.1 -0.1 0.28
O -0.9129 1.0171 -0.8862 1.0 -0.9 1.0 1.62
C 1.1748 -2.8282 1.0431 -0.1 -0.2 -0.2 -1.33
H -2.7212 2.3847 -3.5163 0.0 0.0 0.0 0.18
H -1.9716 0.7993 5.0360 0.2 -0.1 -0.2 0.33
C -0.5466 -0.4031 1.6232 0.9 -0.3 -1.9 0.29
C -1.8203 0.1784 1.6888 -1.0 0.5 0.4 -0.31
H 2.3640 2.1902 -1.8554 -0.1 0.2 -0.1 0.24
H -3.0902 1.0935 -2.5553 0.0 0.0 -0.2 0.06
H -1.5819 3.5428 -1.1228 0.1 0.3 0.4 -0.32
C -1.5634 0.4686 4.0784 0.1 0.0 0.6 -0.49
H 1.8804 -3.7020 -1.7133 0.2 0.2 0.1 0.27
H 0.9672 -3.7873 0.5559 -0.1 0.1 -0.1 0.37
H -3.2869 1.1369 2.9357 0.2 -0.2 0.0 0.35
N 0.0067 -0.7398 0.3430 -2.0 0.5 3.1 0.18
H 1.0516 2.9038 -0.8936 0.0 0.0 -0.4 0.18
H -1.6551 1.1255 -3.3557 -0.2 0.0 -0.2 0.08
H 0.2849 -0.2816 4.9272 -0.1 0.1 -0.3 0.34
C 1.5073 2.8741 -1.8896 0.2 0.2 0.0 -0.87
N -2.3235 1.7211 -2.8492 -0.2 -0.1 -0.1 -0.94
C 1.3474 -1.6893 -1.1375 0.5 0.1 -1.9 0.67
C 0.2334 -0.5174 2.7785 0.3 -0.1 1.4 -0.29
H 2.2293 -2.8429 1.3301 0.0 0.1 0.1 0.31
Be -1.5148 2.2460 -1.4430 -0.4 0.1 -0.7 -2.91
```
Positions in Å, forces in eV/Å.

Net charge ... -1
Frontier orbital gap (spin up / spin down) ... 0.1324 / 0.1016 hartree
HOMO level (spin up / spin down) ... -0.8 / 0.0 eV
E_tot ... -723.4509 a.u.

Here is C12H20Br24N4OP as an isolated structure in a non-equilibrium geometry from OMol25. Energies are from ωB97M-V with the def2-TZVPD basis set.

```
62
Properties=species:S:1:pos:R:3:forces:R:3:mulliken_charge:R:1
Br 0.0818 5.1848 1.0573 0.1 -0.3 -0.4 0.02
N 1.6857 -2.5262 1.2332 2.5 -0.2 -0.3 -0.41
Br -6.1727 -5.5905 -5.2021 -0.1 0.3 0.3 -0.03
H 4.7098 1.3622 -6.1674 -0.1 -0.1 0.2 0.39
H 5.8390 0.6790 1.6212 -0.8 -1.5 -0.6 0.46
C -6.7721 -2.6728 1.4869 0.1 0.0 -0.1 0.11
H 1.5330 -3.5096 1.4901 1.0 0.7 0.2 0.32
H -8.2095 1.4908 2.8600 -0.1 0.3 0.0 -0.09
C 2.2281 -2.2032 0.0204 4.4 -1.0 -1.1 0.29
H -1.7252 -0.0877 0.0486 0.0 -0.2 0.1 -0.25
Br -8.2014 -3.2862 -4.2608 0.3 -0.2 0.1 0.01
Br -7.9742 -3.2683 0.0877 0.1 0.1 0.3 0.03
C -8.8339 2.3826 2.8689 0.0 -0.1 0.1 0.11
H 5.7730 -1.1607 1.9449 -0.5 1.3 -0.9 0.33
H 1.9473 -2.1018 -2.0096 -0.6 -0.3 0.9 0.25
C 9.4487 1.0366 0.1320 0.5 0.6 0.3 -0.54
Br 4.5262 1.7856 -3.7246 0.0 -0.1 -0.3 0.01
Br -7.5962 -1.3413 2.6296 0.1 -0.3 -0.1 0.05
O 6.8642 -1.8879 -0.6396 -3.0 -1.7 -0.9 -0.63
H 2.7995 1.4138 -0.4201 -0.3 -0.6 0.4 0.10
H 3.6385 -3.4889 -0.5884 0.9 0.2 0.4 0.34
C -6.7807 -4.4913 -3.7264 -0.2 -0.1 0.0 -0.35
Br 2.2520 1.1183 -5.8885 0.4 -0.1 0.2 0.00
Br -6.6320 4.9887 6.7645 0.3 0.0 -0.3 -0.01
P 5.6715 -0.6430 -0.5398 -3.4 -1.1 -1.2 0.61
C 2.7917 -0.4471 -1.3772 0.3 -1.1 1.5 0.46
H 1.4498 0.4786 -0.0793 0.5 0.2 -0.5 0.05
N 3.6406 -2.5257 -0.2198 -3.8 1.0 -0.2 -0.22
Br -6.0625 -4.1593 2.5086 -0.2 0.3 -0.2 0.00
Br -0.3114 -2.1350 0.1577 -6.4 1.0 0.4 0.06
H 4.2263 -0.2374 1.5312 1.6 -0.2 -0.6 0.20
C 4.1111 0.8882 -5.3925 -0.1 0.1 -0.2 -0.35
H 4.3342 -1.9411 -2.1550 -0.3 1.0 0.9 0.34
Br 2.3595 3.9235 -0.8206 -0.2 0.2 0.0 0.01
Br -5.3137 -3.5442 -2.8826 -0.1 -0.2 -0.2 0.06
H -5.9281 -2.1918 0.9972 -0.2 -0.1 0.1 -0.15
N 1.7131 -1.5026 -1.1881 2.2 1.4 -0.3 -0.42
H -7.1971 -5.1631 -2.9788 0.1 0.2 -0.2 0.33
Br -3.9480 6.1582 5.4476 -0.3 -0.2 0.0 -0.03
H -6.1039 5.5107 4.3929 0.1 -0.1 0.2 0.29
Br 7.7182 0.1376 0.0301 7.1 4.5 1.3 0.08
H 0.1460 4.8906 -1.4083 0.1 -0.2 0.1 0.36
Br -2.3111 -0.8742 2.3320 0.2 -0.1 -0.4 -0.02
H 1.5040 -1.7844 1.9137 -0.6 -0.6 -0.6 0.29
Br -7.7947 3.8083 2.0644 -0.3 -0.2 0.1 -0.04
H 10.1835 0.2807 0.4027 -0.2 0.1 -0.1 0.39
C -1.9219 -1.0822 0.4448 -0.6 -0.3 -0.5 0.13
C 0.4596 4.2432 -0.5922 -0.1 0.2 0.2 -0.32
Br 4.6186 -0.9832 -5.3458 -0.1 0.3 0.1 -0.03
Br 9.9826 1.7582 -1.5856 -0.2 -0.2 0.3 -0.03
Br -9.2581 2.7576 4.7223 0.1 0.0 -0.4 0.01
C 4.0655 -1.4364 -1.1685 0.9 -1.2 -0.4 -0.30
H 7.5305 -1.6753 -1.3330 -0.9 -0.2 0.5 0.36
Br -3.4439 -1.7886 -0.5317 0.1 0.2 0.2 0.02
H 2.9093 0.0103 -2.4056 -0.8 -0.6 1.2 -0.02
N 2.4646 0.4603 -0.2291 1.1 -0.4 -1.2 -0.20
C -5.5149 5.0477 5.1821 -0.1 0.1 0.0 -0.25
Br -5.0412 3.2710 4.5677 0.0 0.2 0.2 0.02
Br -10.4223 1.9772 1.8328 0.3 0.1 0.2 -0.02
Br -0.5705 2.6055 -0.7409 0.1 0.2 0.0 -0.02
C 5.3500 -0.3055 1.3037 -0.9 -0.9 1.2 -1.10
Br 9.4840 2.3867 1.5248 0.0 -0.2 -0.3 -0.05
```
Positions in Å, forces in eV/Å.

Net charge ... +1
Energy above the lowest of the compared OMol25 structures with the same formula, charge and spin ... 0.000 eV
Frontier orbital gap ... 0.1963 hartree
HOMO level ... -10.9 eV
E_tot ... -62880.5609 a.u.

Question: Among the records above, which one has the lowest E_tot?
Answer: C12H20Br24N4OP

Question: What is the E_tot in the second record?
Answer: -723.4509 a.u.

Question: Which formula does entry 1 have?
Answer: C12H20AlBBr3CaCl7CsF6N2O6PS